{
  "formula": "C4H8Cl2O",
  "method": "ωB97M-V/def2-TZVPD",
  "smiles": "C=C(C)O.ClCCl",
  "total_energy_ha": -1152.77735,
  "species": ["C", "C", "C", "O", "H", "H", "H", "H", "H", "H", "Cl", "C", "Cl", "H", "H"],
  "coordinates": [[1.09979, -1.72064, -0.09234], [-0.06244, -1.13701, -0.37745], [-1.42372, -1.47589, -0.10567], [-0.03398, -0.15046, -1.37758], [1.20076, -2.34420, 0.77745], [2.01695, -1.36829, -0.48987], [-1.87223, -1.45222, -1.13594], [-1.49705, -2.49367, 0.30889], [-1.97745, -0.80216, 0.52498], [0.97971, 0.08591, -1.37828], [-1.04972, 3.06339, -0.26331], [0.45172, 2.65940, 0.67926], [0.22233, 1.31041, 1.81599], [0.67926, 3.55137, 1.20081], [1.26604, 2.27408, -0.08694]],
  "atomic_forces_ev_per_a": [[-0.88, -0.08, 1.59], [2.20, 0.87, -2.08], [-1.73, -1.58, -0.50], [3.18, 0.55, 0.87], [-0.15, -0.53, -0.02], [0.69, 0.31, -0.53], [-0.11, -0.21, 1.05], [-0.09, 0.39, -0.15], [-0.03, 0.50, 0.20], [-3.02, -0.37, -0.52], [0.71, -0.34, 0.47], [0.51, -1.84, -2.46], [-0.11, 0.50, -0.07], [0.57, 0.57, 0.47], [-1.73, 1.24, 1.67]],
  "mulliken_charge": [-0.99, 0.80, -0.92, -0.49, 0.24, 0.27, 0.26, 0.31, 0.24, 0.27, -0.15, -0.27, -0.13, 0.36, 0.19]
}

***

{
  "formula": "C4H8ClF",
  "method": "ωB97M-V/def2-TZVPD",
  "smiles": "C=C(F)CC.Cl",
  "total_energy_ha": -717.21223,
  "species": ["C", "C", "F", "C", "C", "H", "H", "H", "H", "H", "H", "H", "Cl", "H"],
  "coordinates": [[2.00203, 0.01390, 0.38852], [0.70186, -0.06283, 0.73399], [0.16487, 0.66946, 1.79412], [-0.39035, -1.03348, 0.16853], [-1.61333, -0.34611, -0.32783], [2.30580, -0.80372, -0.28298], [2.71460, 0.40761, 1.09217], [-0.81932, -1.61207, 1.05439], [0.07500, -1.59626, -0.58451], [-1.46955, -0.18024, -1.44068], [-1.98196, 0.46840, 0.22811], [-2.39014, -1.01868, -0.22150], [0.16471, 2.33014, -1.91345], [0.53578, 2.76389, -0.68888]],
  "atomic_forces_ev_per_a": [[-1.72, -1.63, 0.94], [-0.61, -0.78, 0.15], [0.86, -0.45, -1.17], [0.51, 1.85, 3.53], [0.87, 0.16, -3.06], [0.05, 0.86, 0.04], [0.19, 0.62, -0.26], [1.49, 0.15, -0.97], [0.43, -1.21, -0.75], [-0.58, 0.53, 1.37], [0.26, 1.51, 0.46], [-1.78, -1.67, -0.21], [0.52, 0.73, 1.63], [-0.50, -0.67, -1.70]],
  "mulliken_charge": [-0.80, 0.43, -0.29, -0.19, -1.20, 0.25, 0.32, 0.23, 0.27, 0.23, 0.34, 0.44, -0.28, 0.26]
}

***

Results for gap between HOMO and LUMO: 9.530, 10.525 (in eV, following the order of the records).